No. 1
{"formula": "C2H6S3", "method": "ωB97M-V/def2-TZVPD", "de_lowest_kcal_mol": 0.0, "gap_ev": 9.6, "charge": 0, "smiles": "SCSCS", "elements": ["C", "H", "H", "H", "C", "S", "S", "H", "H", "H", "S"], "xyz": [[1.316, 0.031, -0.003], [1.176, 0.859, 0.675], [-1.320, 2.164, -0.401], [-1.540, -1.184, 0.045], [-1.496, -0.256, -0.522], [1.290, -1.507, 1.011], [-1.801, 1.232, 0.449], [2.314, 0.159, -0.446], [2.214, -1.135, 1.903], [-2.259, -0.370, -1.303], [0.105, 0.006, -1.407]], "nbo_charge": [-0.65, 0.22, 0.14, 0.25, -0.67, -0.05, -0.03, 0.23, 0.13, 0.23, 0.21]}



No. 2
{"formula": "C2H6SSi", "method": "ωB97M-V/def2-TZVPD", "de_lowest_kcal_mol": 107.8, "gap_ev": 7.7, "charge": 0, "elements": ["H", "H", "H", "H", "C", "H", "Si", "S", "H", "C"], "xyz": [[3.045, 0.234, 0.231], [-1.589, 1.261, -0.285], [1.716, 1.205, -0.296], [-3.351, -0.567, -0.680], [1.407, -0.865, -0.716], [-2.072, -0.650, 1.305], [-2.174, -0.079, -0.071], [-0.176, -1.129, -0.901], [1.276, 0.282, 1.169], [1.918, 0.308, 0.244]], "nbo_charge": [0.23, -0.12, 0.23, -0.13, -0.20, -0.14, 0.63, 0.02, 0.23, -0.74]}